Record 1
Here is 2 unconnected molecules or ions with the total composition C3H11N2 from the Open Molecules 2025 dataset. Energies are from the ωB97M-V functional and the def2-TZVPD basis.

Structure (XYZ):
```
16
Properties=species:S:1:pos:R:3:forces:R:3:mulliken_charge:R:1
C -0.004 -3.069 -2.393 -0.657 0.597 0.128 -0.840
C 0.784 -2.488 -1.228 0.839 0.894 -1.381 -0.783
H -0.690 -2.296 -2.754 -0.191 -0.139 0.086 0.260
H -0.606 -3.930 -2.113 0.145 -0.184 -0.149 0.279
H 0.621 -3.267 -3.258 0.225 -0.407 0.114 0.287
H 0.176 -2.152 -0.396 -0.013 -0.431 0.313 0.251
H 1.659 -3.077 -0.987 -0.210 -0.517 0.698 0.302
H 1.266 -1.589 -1.636 -0.141 0.201 0.199 0.245
N 0.138 1.939 1.009 -1.485 1.187 0.529 -0.369
C -0.606 2.971 1.492 0.840 -0.445 0.405 0.158
N -0.945 3.181 2.734 -0.521 -0.648 -0.099 -0.267
H 0.982 2.433 0.712 0.175 -1.065 -0.849 0.303
H 0.201 1.089 1.554 0.612 0.147 0.174 0.274
H -0.876 3.715 0.759 0.622 0.729 0.044 0.361
H -1.044 4.116 3.107 -0.865 0.082 -0.380 0.272
H -1.058 2.423 3.397 0.625 -0.003 0.167 0.268
```
Positions in Å, forces in eV/Å.

Total charge   +1
LUMO level   -5.33 eV
Electronic energy   -230.120801 Eh
HOMO level   -13.76 eV
Max |F|   1.97 eV/Å
Kohn-Sham gap   8.43 eV
Energy relative to the best compared isomer or geometry (same formula, charge and spin)   161.67 kJ/mol

---

Record 2
Here is a molecular structure, C25H30AsBrN3O4PReS4 from the Open Molecules 2025 dataset. Energies are from the ωB97M-V functional and the def2-TZVPD basis.

Structure (XYZ):
```
70
Properties=species:S:1:pos:R:3:forces:R:3:mulliken_charge:R:1
Re -0.743 0.307 1.133 1.390 0.524 1.227 0.757
S 0.350 1.611 5.908 0.046 0.087 0.085 -0.123
As 0.525 1.001 3.851 -0.588 0.019 0.504 0.859
S -0.530 -0.803 3.224 0.035 -0.033 -0.051 -0.488
S -0.305 2.263 2.246 -0.205 -0.137 -0.185 -0.200
S 2.287 1.175 4.993 0.274 0.025 0.071 -0.060
C -2.507 2.634 -2.104 -0.007 -0.007 -0.001 -1.255
C -1.952 2.283 -0.877 0.238 -0.119 -0.156 -0.301
N -1.849 1.010 -0.485 -0.183 0.422 -0.267 1.150
C -2.305 0.028 -1.314 -0.016 -0.004 0.176 0.409
C -2.868 0.294 -2.559 -0.125 -0.025 -0.069 0.841
C -2.961 1.645 -2.948 0.024 0.010 -0.046 -0.735
C -3.335 -0.806 -3.358 0.054 0.056 0.002 -1.000
C -3.236 -2.076 -2.907 0.022 -0.029 0.046 -0.971
C -2.645 -2.361 -1.628 -0.015 -0.070 -0.090 0.680
C -2.478 -3.664 -1.112 -0.050 -0.013 -0.028 -0.605
C -1.870 -3.840 0.107 0.023 -0.003 0.005 -1.107
C -1.426 -2.730 0.823 -0.087 0.061 -0.037 0.119
N -1.583 -1.484 0.370 -0.298 -0.248 0.033 0.362
C -2.183 -1.308 -0.848 -0.015 0.083 0.137 0.061
H -2.572 3.679 -2.375 0.015 -0.003 -0.007 0.522
H -1.577 3.039 -0.199 0.004 0.002 0.008 0.561
H -3.385 1.899 -3.912 -0.023 0.000 0.014 0.533
H -3.761 -0.597 -4.331 -0.039 0.007 0.018 0.511
H -3.596 -2.902 -3.508 0.014 -0.007 0.002 0.489
H -2.828 -4.516 -1.682 0.003 0.002 0.002 0.555
H -1.722 -4.827 0.524 -0.005 0.003 0.006 0.476
H -0.934 -2.856 1.777 0.031 -0.005 -0.009 0.452
Br -4.646 0.533 5.861 -0.020 -0.040 0.142 -0.095
C -4.346 1.055 4.097 0.062 -0.025 -0.051 -0.549
C -5.182 1.948 3.454 -0.067 0.075 0.024 -0.173
C -4.887 2.247 2.137 -0.014 0.005 -0.024 -1.097
C -3.783 1.682 1.533 0.025 -0.164 0.025 -0.046
N -2.934 0.840 2.156 -0.200 -0.184 -0.120 0.320
C -3.254 0.528 3.429 -0.041 -0.044 -0.248 -0.168
H -6.032 2.386 3.960 -0.006 -0.015 -0.006 0.517
H -5.514 2.920 1.569 0.014 -0.008 -0.021 0.503
H -3.602 1.912 0.504 -0.035 0.042 -0.036 0.514
H -2.638 -0.175 3.952 0.068 -0.046 0.038 0.686
C 4.473 -2.431 -0.226 -0.034 0.145 0.141 -1.485
C 3.072 -2.451 -0.795 0.215 -0.272 -0.275 1.486
C 2.464 -3.837 -0.751 -0.115 0.036 0.125 -1.600
C 2.995 -1.860 -2.187 -0.117 0.167 0.070 -1.370
O 2.184 -1.649 0.150 -0.123 -0.076 -0.078 0.175
P 1.973 -0.163 0.396 0.423 -0.378 0.234 -1.219
O 0.536 0.236 -0.238 -0.063 0.097 -0.764 0.247
O 1.589 0.091 1.840 -0.458 0.070 -0.295 -0.490
O 3.141 0.615 -0.176 -0.165 0.111 -0.198 0.741
C 3.424 2.053 -0.579 0.180 0.347 -0.095 1.534
C 3.119 2.145 -2.059 -0.058 -0.170 -0.019 -1.495
C 4.895 2.238 -0.284 0.030 -0.160 0.034 -1.704
C 2.560 2.984 0.242 -0.097 -0.160 0.089 -1.048
H 5.103 -3.087 -0.826 0.010 0.001 -0.004 0.488
H 4.483 -2.792 0.802 0.003 -0.036 -0.019 0.369
H 4.903 -1.430 -0.256 -0.001 -0.009 -0.016 0.222
H 3.079 -4.514 -1.341 0.000 0.000 -0.010 0.457
H 1.457 -3.835 -1.172 0.011 0.003 -0.002 0.311
H 2.428 -4.213 0.272 0.027 -0.007 -0.010 0.384
H 3.547 -2.508 -2.866 -0.010 -0.006 -0.014 0.531
H 3.443 -0.868 -2.236 0.030 -0.024 0.005 0.165
H 1.962 -1.804 -2.536 0.009 -0.041 -0.009 0.296
H 3.816 1.545 -2.643 -0.006 -0.005 0.006 0.392
H 3.218 3.181 -2.379 0.018 0.003 -0.002 0.499
H 2.101 1.812 -2.276 -0.016 0.056 0.013 0.201
H 5.493 1.512 -0.833 -0.002 0.022 -0.016 0.389
H 5.102 2.127 0.780 -0.009 0.045 0.001 0.384
H 5.199 3.236 -0.598 -0.005 0.011 0.011 0.464
H 1.498 2.809 0.049 0.006 0.027 -0.028 -0.059
H 2.786 4.010 -0.043 0.011 0.011 0.014 0.551
H 2.762 2.876 1.309 0.001 0.000 -0.004 0.278
```
Positions in Å, forces in eV/Å.

Total charge   +3
LUMO level   -11.20 eV
Electronic energy   -8257.312524 Eh
HOMO level   -16.89 eV
Max |F|   1.93 eV/Å
Kohn-Sham gap   5.69 eV
Energy relative to the best compared isomer or geometry (same formula, charge and spin)   119.08 kJ/mol

---

Record 3
Here is a molecular structure, C27H28N3O2PTc from the Open Molecules 2025 dataset. Energies are from the ωB97M-V functional and the def2-TZVPD basis.

Structure (XYZ):
```
62
Properties=species:S:1:pos:R:3:forces:R:3:mulliken_charge:R:1
N -2.010 0.278 -0.845 -0.460 1.315 0.817 -0.166
C -2.952 0.857 -0.485 1.452 -1.566 -0.684 0.705
C -4.187 1.414 -0.011 -0.539 0.455 0.234 -1.236
H -4.400 1.020 0.995 -0.033 0.084 -0.376 0.331
H -5.004 1.146 -0.701 0.198 0.136 0.245 0.421
H -4.100 2.509 0.044 -0.189 -0.291 -0.103 0.345
N 0.201 -0.339 -3.487 0.714 0.495 -0.343 -0.148
C 0.655 -0.136 -4.537 -0.835 -0.378 0.860 0.462
C 1.124 0.056 -5.887 0.267 0.049 -0.219 -1.094
H 0.269 0.008 -6.576 0.210 0.031 0.112 0.362
H 1.857 -0.725 -6.130 -0.161 0.178 -0.021 0.350
H 1.605 1.041 -5.963 -0.104 -0.177 -0.057 0.363
N 0.692 -1.875 -0.100 1.092 0.037 0.400 -0.161
C 1.399 -2.537 0.547 -1.725 0.512 -0.899 0.654
C 2.091 -3.494 1.366 0.556 -0.298 0.406 -1.243
H 3.175 -3.311 1.319 -0.290 -0.118 0.009 0.347
H 1.880 -4.515 1.013 0.049 0.301 0.080 0.416
H 1.760 -3.385 2.411 0.101 -0.040 -0.322 0.333
Tc 0.240 0.074 -1.232 -1.475 -2.005 -0.726 -0.052
C 2.087 0.015 -1.678 5.558 0.087 -1.362 0.396
O 3.204 -0.009 -2.020 -4.343 0.019 1.329 -0.280
C -0.120 1.798 -1.953 -0.768 4.885 -2.033 0.470
O -0.363 2.844 -2.411 0.795 -3.831 1.738 -0.281
C -2.865 -1.878 -2.468 -1.220 -0.197 1.937 -0.425
C -2.682 -2.472 -1.219 -1.518 1.194 -1.086 -0.335
C -1.593 -3.317 -1.003 -0.030 -0.580 0.775 -0.425
C -0.687 -3.565 -2.035 0.994 -0.120 -2.158 -0.363
C -0.877 -2.979 -3.284 1.526 -1.646 1.052 -0.344
C -1.969 -2.136 -3.501 -0.282 0.359 -0.964 -0.456
H -3.720 -1.218 -2.645 0.293 -0.332 0.040 0.527
H -3.398 -2.288 -0.414 0.229 -0.121 -0.304 0.554
H -1.464 -3.795 -0.030 -0.071 0.079 -0.307 0.534
H 0.165 -4.231 -1.872 -0.361 0.212 -0.097 0.526
H -0.170 -3.181 -4.092 -0.293 -0.014 0.270 0.549
H -2.124 -1.673 -4.478 -0.005 -0.224 0.250 0.531
C 1.812 2.683 0.471 -0.206 0.152 -0.480 -1.470
P 0.846 1.149 0.707 1.419 1.582 2.407 1.896
C 1.946 0.474 2.040 -0.045 -0.618 -0.255 1.229
C 3.044 -0.301 1.633 -0.253 0.153 -0.121 -1.087
C 4.018 -0.691 2.546 0.038 -0.070 -0.153 -0.733
C 3.912 -0.320 3.885 -0.033 0.051 0.031 -0.627
C 2.830 0.454 4.302 -0.075 0.094 -0.009 -0.759
C 1.858 0.864 3.385 -0.169 -0.087 -0.143 -0.730
C -0.599 1.830 1.623 0.010 -0.492 -0.306 0.174
C -1.122 3.076 1.250 1.833 -1.395 -0.679 -0.262
C -2.165 3.636 1.982 -1.867 0.715 1.454 -0.682
C -2.740 2.928 3.036 -0.369 0.273 0.082 -0.606
C -2.284 1.646 3.345 -1.727 1.121 1.134 -0.732
C -1.218 1.089 2.638 1.868 -0.323 -1.490 -0.200
H 2.810 2.403 0.117 -0.133 0.124 0.072 0.432
H 1.896 3.171 1.450 0.079 -0.110 -0.256 0.508
H 1.350 3.360 -0.255 0.237 -0.007 0.077 0.571
H 3.144 -0.571 0.580 0.157 0.007 0.315 0.429
H 4.864 -1.290 2.205 -0.170 0.225 0.124 0.541
H 4.682 -0.621 4.595 -0.251 0.087 -0.168 0.463
H 2.745 0.754 5.348 0.022 -0.069 -0.342 0.470
H 1.037 1.495 3.723 0.254 -0.055 0.065 0.446
H -0.703 3.611 0.396 -0.154 -0.023 0.271 0.356
H -2.526 4.630 1.717 0.035 -0.156 0.164 0.537
H -3.552 3.376 3.610 0.230 -0.139 -0.126 0.501
H -2.752 1.077 4.151 0.094 0.193 -0.121 0.528
H -0.852 0.088 2.883 -0.156 0.277 -0.043 0.642
```
Positions in Å, forces in eV/Å.

Total charge   +4
LUMO level (alpha / beta)   -11.73 / -16.14 eV
Electronic energy   -1780.955728 Eh
HOMO level (alpha / beta)   -19.78 / -19.77 eV
Max |F|   5.72 eV/Å
Kohn-Sham gap (alpha / beta)   8.05 / 3.63 eV
2S+1   4
Expectation value of S²   3.791

---

Which of these has the lowest max |F|? C25H30AsBrN3O4PReS4

---

The lowest electronic energy belongs to which entry? C25H30AsBrN3O4PReS4

---

Among the records above, which one has the lowest total charge? C3H11N2

---

Which of these has the lowest electronic energy? C25H30AsBrN3O4PReS4